C42H99N5O6S3 | ωB97M-V with the def2-TZVPD basis set

Bonds (Å) are listed after each position.
Cartesian coordinates (Å):
1 C 6.352 13.246 -19.392  C2 1.525, H8 1.090, H9 1.090, H10 1.090
2 C 5.294 12.550 -20.242  C1 1.525, N3 1.458, H11 1.090, H12 1.090
3 N 4.076 13.329 -20.438  C2 1.458, C4 1.458, C6 1.443
4 C 3.197 13.258 -19.276  N3 1.458, C5 1.587, H13 1.090, H14 1.090
5 C 2.375 11.907 -19.150  C4 1.587, H15 1.090, H16 1.090, H17 1.090
6 C 4.250 14.690 -20.884  N3 1.443, C7 1.516, H18 1.090, H19 1.090
7 C 4.876 14.651 -22.265  C6 1.516, H20 1.090, H21 1.090, H22 1.090
8 H 7.011 13.839 -20.025  C1 1.090
9 H 6.946 12.465 -18.917  C1 1.090
10 H 5.943 13.887 -18.611  C1 1.090
11 H 5.689 12.173 -21.185  C2 1.090
12 H 5.062 11.588 -19.786  C2 1.090
13 H 3.755 13.491 -18.370  C4 1.090
14 H 2.497 14.093 -19.315  C4 1.090
15 H 3.119 11.172 -18.842  C5 1.090
16 H 1.500 11.932 -18.500  C5 1.090
17 H 2.088 11.614 -20.160  C5 1.090
18 H 4.991 15.213 -20.280  C6 1.090
19 H 3.268 15.140 -21.033  C6 1.090
20 H 5.000 15.606 -22.774  C7 1.090
21 H 4.219 14.120 -22.954  C7 1.090
22 H 5.859 14.181 -22.284  C7 1.090
23 C -3.807 13.011 -28.998  C24 1.488, H30 1.090, H31 1.090, H32 1.090
24 C -3.592 12.668 -27.567  C23 1.488, N25 1.465, H33 1.090, H34 1.090
25 N -2.843 11.413 -27.456  C24 1.465, C26 1.472, C28 1.465
26 C -2.048 11.303 -26.223  N25 1.472, C27 1.514, H35 1.090, H36 1.090
27 C -2.787 11.328 -24.902  C26 1.514, H37 1.090, H38 1.090, H39 1.090
28 C -3.805 10.334 -27.698  N25 1.465, C29 1.528, H40 1.090, H41 1.090
29 C -3.142 8.958 -27.668  C28 1.528, H42 1.090, H43 1.090, H44 1.090
30 H -4.027 14.071 -29.126  C23 1.090
31 H -4.623 12.435 -29.434  C23 1.090
32 H -2.954 12.768 -29.632  C23 1.090
33 H -3.063 13.539 -27.181  C24 1.090
34 H -4.511 12.577 -26.987  C24 1.090
35 H -1.435 10.401 -26.233  C26 1.090
36 H -1.295 12.090 -26.187  C26 1.090
37 H -3.532 10.533 -24.931  C27 1.090
38 H -2.047 11.217 -24.109  C27 1.090
39 H -3.183 12.343 -24.873  C27 1.090
40 H -4.253 10.375 -28.691  C28 1.090
41 H -4.650 10.305 -27.011  C28 1.090
42 H -2.957 8.670 -26.633  C29 1.090
43 H -2.188 9.014 -28.192  C29 1.090
44 H -3.627 8.133 -28.191  C29 1.090
45 C 4.659 13.770 -26.269  C46 1.548, H52 1.090, H53 1.090, H54 1.090
46 C 5.892 14.303 -25.500  C45 1.548, N47 1.467, H55 1.090, H56 1.090
47 N 7.173 14.055 -26.170  C46 1.467, C48 1.511, C50 1.541
48 C 8.191 15.029 -25.624  N47 1.511, C49 1.516, H57 1.090, H58 1.090
49 C 8.304 16.237 -26.533  C48 1.516, H59 1.090, H60 1.090, H61 1.090
50 C 7.661 12.597 -26.065  N47 1.541, C51 1.480, H62 1.090, H63 1.090
51 C 8.911 12.305 -26.800  C50 1.480, H64 1.090, H65 1.090, H66 1.090
52 H 4.876 12.758 -26.610  C45 1.090
53 H 4.423 14.367 -27.150  C45 1.090
54 H 3.805 13.798 -25.592  C45 1.090
55 H 5.600 15.353 -25.482  C46 1.090
56 H 5.822 13.961 -24.468  C46 1.090
57 H 8.043 15.524 -24.664  C48 1.090
58 H 9.246 14.755 -25.639  C48 1.090
59 H 9.223 16.702 -26.175  C49 1.090
60 H 8.379 15.951 -27.582  C49 1.090
61 H 7.430 16.888 -26.529  C49 1.090
62 H 6.857 12.031 -26.535  C50 1.090
63 H 7.748 12.355 -25.006  C50 1.090
64 H 8.786 12.747 -27.789  C51 1.090
65 H 9.070 11.238 -26.958  C51 1.090
66 H 9.864 12.663 -26.410  C51 1.090
67 C 4.680 6.848 -27.108  C68 1.576, H74 1.090, H75 1.090, H76 1.090
68 C 5.961 7.766 -27.079  C67 1.576, N69 1.432, H77 1.090, H78 1.090
69 N 6.113 8.610 -28.226  C68 1.432, C70 1.491, C72 1.433
70 C 4.992 9.589 -28.145  N69 1.491, C71 1.566, H79 1.090, H80 1.090
71 C 4.947 10.521 -29.403  C70 1.566, H81 1.090, H82 1.090, H83 1.090
72 C 7.357 9.300 -28.060  N69 1.433, C73 1.533, H84 1.090, H85 1.090
73 C 8.634 8.457 -28.152  C72 1.533, H86 1.090, H87 1.090, H88 1.090
74 H 4.664 6.005 -26.417  C67 1.090
75 H 4.650 6.287 -28.042  C67 1.090
76 H 3.782 7.445 -26.950  C67 1.090
77 H 6.033 8.302 -26.132  C68 1.090
78 H 6.721 6.991 -27.181  C68 1.090
79 H 5.212 10.177 -27.254  C70 1.090
80 H 3.993 9.163 -28.047  C70 1.090
81 H 4.698 9.904 -30.266  C71 1.090
82 H 5.894 10.974 -29.697  C71 1.090
83 H 4.276 11.375 -29.320  C71 1.090
84 H 7.424 10.031 -28.866  C72 1.090
85 H 7.435 9.774 -27.081  C72 1.090
86 H 8.591 7.610 -27.468  C73 1.090
87 H 8.612 8.006 -29.144  C73 1.090
88 H 9.558 8.939 -27.834  C73 1.090
89 C -1.336 6.940 -23.839  C90 1.466, H96 1.090, H97 1.090, H98 1.090
90 C -2.155 6.547 -22.688  C89 1.466, N91 1.521, H99 1.090, H100 1.090
91 N -3.659 6.711 -22.838  C90 1.521, C92 1.468, C94 1.426
92 C -4.471 6.074 -21.794  N91 1.468, C93 1.535, H101 1.090, H102 1.090
93 C -4.285 4.557 -21.649  C92 1.535, H103 1.090, H104 1.090, H105 1.090
94 C -4.032 8.058 -23.123  N91 1.426, C95 1.547, H106 1.090, H107 1.090
95 C -5.549 8.358 -23.179  C94 1.547, H108 1.090, H109 1.090, H110 1.090
96 H -0.286 6.645 -23.818  C89 1.090
97 H -1.311 8.017 -24.002  C89 1.090
98 H -1.646 6.529 -24.800  C89 1.090
99 H -1.959 5.482 -22.560  C90 1.090
100 H -1.848 7.001 -21.745  C90 1.090
101 H -4.442 6.692 -20.897  C92 1.090
102 H -5.484 6.220 -22.168  C92 1.090
103 H -3.273 4.250 -21.385  C93 1.090
104 H -4.909 4.318 -20.788  C93 1.090
105 H -4.659 3.975 -22.491  C93 1.090
106 H -3.806 8.262 -24.170  C94 1.090
107 H -3.536 8.754 -22.447  C94 1.090
108 H -5.723 9.324 -23.653  C95 1.090
109 H -5.962 8.518 -22.183  C95 1.090
110 H -6.029 7.618 -23.820  C95 1.090
111 C 2.784 7.872 -19.110  C112 1.525, C117 1.579, H118 1.090, H119 1.090
112 C 1.323 7.844 -19.547  C111 1.525, C113 1.559, H120 1.090, H121 1.090
113 C 0.979 6.428 -20.100  C112 1.559, S114 1.894, H122 1.090, H123 1.090
114 S 2.488 6.047 -21.180  C113 1.894, O115 1.455, O116 1.474, C117 1.839
115 O 2.309 6.780 -22.425  S114 1.455
116 O 2.697 4.588 -21.147  S114 1.474
117 C 3.634 6.918 -20.037  C111 1.579, S114 1.839, H124 1.090, H125 1.090
118 H 2.761 7.460 -18.101  C111 1.090
119 H 3.110 8.898 -18.942  C111 1.090
120 H 1.266 8.571 -20.357  C112 1.090
121 H 0.570 8.086 -18.797  C112 1.090
122 H 0.074 6.221 -20.672  C113 1.090
123 H 1.037 5.779 -19.227  C113 1.090
124 H 4.477 7.419 -20.512  C117 1.090
125 H 4.019 6.136 -19.382  C117 1.090
126 C 9.065 7.823 -22.543  C127 1.514, C132 1.591, H133 1.090, H134 1.090
127 C 7.603 8.182 -22.704  C126 1.514, C128 1.493, H135 1.090, H136 1.090
128 C 6.789 6.939 -22.846  C127 1.493, S129 1.813, H137 1.090, H138 1.090
129 S 7.500 5.779 -21.647  C128 1.813, O130 1.449, O131 1.494, C132 1.881
130 O 7.813 4.562 -22.366  S129 1.449
131 O 6.541 5.843 -20.503  S129 1.494
132 C 9.046 6.800 -21.324  C126 1.591, S129 1.881, H139 1.090, H140 1.090
133 H 9.768 8.634 -22.353  C126 1.090
134 H 9.552 7.308 -23.370  C126 1.090
135 H 7.455 8.881 -23.528  C127 1.090
136 H 7.314 8.705 -21.793  C127 1.090
137 H 6.935 6.422 -23.794  C128 1.090
138 H 5.719 7.043 -22.669  C128 1.090
139 H 9.904 6.160 -21.121  C132 1.090
140 H 8.807 7.347 -20.412  C132 1.090
141 C 1.531 10.576 -23.196  C142 1.620, C147 1.513, H148 1.090, H149 1.090
142 C 1.622 9.537 -24.435  C141 1.620, C143 1.505, H150 1.090, H151 1.090
143 C 3.063 9.187 -24.692  C142 1.505, S144 1.878, H152 1.090, H153 1.090
144 S 4.096 10.233 -23.523  C143 1.878, O145 1.453, O146 1.483, C147 1.838
145 O 5.176 10.913 -24.219  S144 1.453
146 O 4.414 9.505 -22.271  S144 1.483
147 C 2.759 11.459 -23.229  C141 1.513, S144 1.838, H154 1.090, H155 1.090
148 H 1.511 9.879 -22.359  C141 1.090
149 H 0.549 11.043 -23.280  C141 1.090
150 H 0.986 9.918 -25.234  C142 1.090
151 H 0.967 8.705 -24.180  C142 1.090
152 H 3.287 9.637 -25.659  C143 1.090
153 H 3.265 8.120 -24.789  C143 1.090
154 H 2.871 12.057 -24.134  C147 1.090
155 H 2.961 12.116 -22.382  C147 1.090

Summary:
multiplicity: 2
highest occupied orbital energy (alpha / beta): 0.541 / -6.352 eV
LUMO (alpha / beta): 2.00 / 1.93 eV
net charge: -1
HOMO-LUMO gap (alpha / beta): 1.46 / 8.28 eV
electronic energy: -3579.17240 hartree
expectation value of S²: 0.75